Here is 2 unconnected molecules or ions with the total composition C5H9Cl2N at a distorted geometry from the Open Molecules 2025 dataset. Energies are from the ωB97M-V functional and the def2-TZVPD basis.

```
17
Properties=species:S:1:pos:R:3:forces:R:3
Cl -3.557 1.411 1.542 -1.688 2.155 1.234
Cl 1.225 1.793 1.725 -0.331 0.366 0.343
N 1.885 1.183 -0.708 2.345 3.622 -0.254
C -2.633 0.131 -0.552 -0.580 1.200 0.876
C 1.564 -1.592 -0.408 0.487 0.039 1.587
C 1.315 0.676 0.406 -0.385 1.048 0.263
C 0.900 -0.550 0.497 -0.116 -3.452 3.447
C -2.682 0.238 0.794 1.513 -1.071 -1.849
H 0.842 -2.311 -0.628 -1.112 -1.554 -0.508
H 1.453 1.060 -1.598 -0.353 -0.142 -0.252
H 2.506 -2.183 -0.010 -1.729 1.655 -0.549
H -2.090 -0.282 1.580 -0.383 -0.297 -1.393
H 0.398 -0.871 1.525 1.127 0.600 -2.449
H 1.728 -1.054 -1.304 0.908 -0.091 -1.062
H -2.048 -0.633 -0.957 0.951 -1.138 -0.518
H 2.276 2.167 -0.566 -0.839 -2.127 -0.555
H -3.083 0.817 -1.338 0.184 -0.812 1.641
```
Forces are in eV/Å.

Output
Energy relative to the best compared isomer or geometry (same formula, charge and spin): 46.7 kcal per mole
Frontier orbital gap: 9.15 eV
Total charge: 0
LUMO energy: 0.764 eV
E: -31863.5175 eV
Max |F|: 0.0949 hartree/bohr
Structure (SMILES): C/C=C(\N)Cl.C=CCl



Here is 12 unconnected molecules or ions with the total composition H25O12 at a distorted geometry from the Open Molecules 2025 dataset. Energies are from the ωB97M-V functional and the def2-TZVPD basis.

```
37
Properties=species:S:1:pos:R:3:forces:R:3
O -2.436 -2.071 -0.890 2.015 -2.633 -1.113
O 1.750 -2.185 -3.063 -0.636 0.526 1.392
O 2.952 2.018 2.851 0.337 -0.556 -0.451
O -1.325 -1.802 2.208 -0.818 -0.302 -0.957
O -0.108 3.000 -3.280 -0.067 -5.135 -8.300
O 1.487 2.821 -0.758 0.547 0.998 -1.884
O -0.128 -0.053 3.281 -0.188 -1.559 -0.276
O -0.882 -3.359 -3.009 0.463 -1.644 1.763
O -2.722 0.215 1.355 3.837 2.842 2.536
O -2.077 3.232 0.251 -1.892 0.639 2.544
O 1.227 -2.273 1.637 -6.044 -1.620 1.065
O 1.685 -0.740 -0.355 -1.030 1.158 -0.420
H -0.606 -2.395 1.885 0.529 0.377 0.644
H 1.706 3.285 -1.645 -0.305 -1.120 2.295
H 2.636 2.915 2.909 -0.050 0.538 0.149
H -0.133 3.381 -2.527 -0.476 4.023 8.266
H -0.309 0.207 2.390 0.400 1.329 -0.911
H -3.388 -0.061 0.826 -3.580 -0.875 -2.541
H -0.191 -4.067 -2.785 -0.908 1.046 -0.688
H -2.919 3.782 0.434 2.208 -1.248 -1.278
H 1.928 -1.336 -3.530 -0.067 -0.388 0.174
H 0.159 0.677 3.797 0.249 1.147 0.938
H 1.896 3.358 -0.061 -0.132 -0.045 -0.421
H -1.008 -1.077 2.948 -0.160 -1.010 -0.628
H -2.638 1.220 1.303 -0.283 -1.688 -0.296
H 2.121 0.105 -0.156 -0.133 0.027 -0.288
H -0.540 2.121 -3.211 0.481 1.147 0.053
H 3.867 2.093 2.534 -0.361 0.006 0.282
H -0.512 -2.722 -3.606 0.848 0.698 -1.289
H 1.657 -1.925 -2.089 -0.013 -0.007 -1.618
H 1.677 -1.648 2.078 2.583 3.463 2.480
H -1.851 3.104 -0.655 -0.436 0.423 -1.071
H -1.733 -1.400 1.378 0.182 0.169 1.478
H -2.263 -2.755 -1.619 -0.010 0.840 1.766
H 1.767 -2.717 1.096 3.201 -2.573 -2.836
H -3.116 -1.616 -1.325 -1.970 1.690 -0.700
H 2.370 -1.329 -0.594 1.678 -0.686 0.143
```
Forces are in eV/Å.

Output
Energy relative to the best compared isomer or geometry (same formula, charge and spin): 89.1 kcal per mole
Frontier orbital gap (spin up / spin down): 10.12 / 2.57 eV
Total charge: +2
LUMO energy (spin up / spin down): -6.573 / -14.120 eV
E: -24953.6873 eV
Multiplicity: 2
Max |F|: 0.1898 hartree/bohr
<S²>: 0.758



Q: Which formula does entry 1 have?
A: C5H9Cl2N